This record from OMol25 describes one molecule with the formula C21H25ClN2O5 at a distorted geometry. The level of theory is ωB97M-V/def2-TZVPD.

Summary:
* total charge: 0
* SMILES string: O=C(COc1cc2oc(=O)c3c(c2cc1Cl)CCC3)NCCCN1CCOCC1
* energy relative to the best compared isomer or geometry (same formula, charge and spin): 0.00 kcal per mole
* LUMO energy: 0.10 eV
* maximum force: 0.0199 Eh/bohr
* HOMO energy: -8.40 eV
* 2S+1: 1
* orbital gap: 8.5 eV

Structure (XYZ):
```
54
Properties=species:S:1:pos:R:3:lowdin_charge:R:1
O 1.2806 -2.4118 0.7997 0.068
C 0.5064 -1.4923 0.9474 -0.505
C -0.9905 -1.6367 0.6302 -0.079
O -1.6136 -0.4258 0.2579 -0.077
C -1.3097 0.1186 -0.9427 -0.283
C -0.3902 -0.3942 -1.8421 0.097
C -0.1708 0.2446 -3.0616 -0.167
O 0.7321 -0.3161 -3.8904 0.140
C 1.0371 0.1991 -5.1347 -0.388
O 1.8512 -0.3817 -5.8062 0.133
C 0.3290 1.4079 -5.4891 -0.086
C -0.5727 1.9940 -4.6657 -0.106
C -0.8705 1.4193 -3.3926 -0.096
C -1.7887 1.9386 -2.4728 -0.027
C -2.0000 1.3025 -1.2756 -0.579
Cl -3.1250 1.9412 -0.1335 0.722
C -1.1642 3.2193 -5.2910 -0.114
C -0.2508 3.4785 -6.5044 -0.155
C 0.4716 2.1476 -6.7821 -0.113
N 0.8378 -0.2593 1.3598 0.081
C 2.1716 0.1005 1.7709 -0.166
C 2.2824 0.3183 3.2802 -0.158
C 2.0463 -0.9671 4.0742 -0.198
N 0.6585 -1.4037 4.0553 -0.173
C 0.5515 -2.8225 4.3641 -0.164
C -0.9099 -3.2656 4.3165 -0.188
O -1.7249 -2.5017 5.1733 -0.125
C -1.6173 -1.1327 4.8688 -0.192
C -0.1718 -0.6513 4.9811 -0.164
H -1.1259 -2.4140 -0.1294 0.143
H -1.5038 -1.9489 1.5446 0.117
H 0.1806 -1.2830 -1.6299 0.133
H -2.3327 2.8389 -2.7071 0.116
H -1.1877 4.0641 -4.6029 0.118
H -2.1918 3.0094 -5.5990 0.129
H -0.8124 3.8251 -7.3691 0.107
H 0.4822 4.2443 -6.2497 0.112
H 1.5165 2.2794 -7.0601 0.121
H -0.0105 1.5818 -7.5831 0.126
H 0.0957 0.3941 1.5604 0.150
H 2.4687 1.0140 1.2438 0.121
H 2.8237 -0.7184 1.4596 0.123
H 1.5776 1.0921 3.5889 0.100
H 3.2889 0.6776 3.4999 0.113
H 2.6468 -1.7601 3.6230 0.123
H 2.3993 -0.8235 5.1111 0.123
H 1.1161 -3.3836 3.6170 0.124
H 0.9598 -3.0433 5.3665 0.131
H -1.0030 -4.3008 4.6488 0.128
H -1.2780 -3.1872 3.2824 0.109
H -2.2549 -0.6092 5.5835 0.127
H -1.9838 -0.9438 3.8476 0.121
H -0.1270 0.4107 4.7341 0.116
H 0.1702 -0.7835 6.0242 0.132
```